No. 1
Entry from the OMol25 dataset: the molecule C8H15NO3 in a non-equilibrium geometry (the ωB97M-V functional and the def2-TZVPD basis).

The geometry in XYZ format:
```
27
Properties=species:S:1:pos:R:3:lowdin_charge:R:1
C -1.48 2.87 -1.04 -0.113
C -2.69 1.75 -1.07 -0.228
O -2.67 0.82 0.09 -0.169
C -1.63 -0.21 -0.10 -0.202
C -0.39 0.18 0.96 -0.052
C 0.48 -1.19 0.73 -0.305
C 1.97 -1.34 1.39 -0.120
C 3.04 -0.60 0.33 -0.263
N 3.46 -1.66 -0.66 -0.066
O -0.54 -2.23 0.94 -0.056
C -1.90 -1.73 0.55 -0.154
O -3.10 -2.33 0.72 0.000
H -1.55 3.51 -2.04 0.089
H -1.57 3.63 -0.14 0.091
H -0.41 2.36 -1.06 0.072
H -3.76 2.28 -1.03 0.137
H -2.69 1.17 -2.12 0.132
H -1.23 -0.33 -1.20 0.170
H -0.96 0.04 1.99 0.154
H 0.13 1.23 0.81 0.127
H 0.67 -1.16 -0.45 0.141
H 2.25 -2.49 1.57 0.131
H 2.10 -0.82 2.44 0.118
H 3.92 -0.06 0.88 0.115
H 2.40 0.20 -0.28 0.111
H 2.87 -2.54 -0.55 0.074
H 3.30 -1.37 -1.66 0.065
```

Summary:
- ΔE to the lowest compared entry with this formula, charge and spin: 165.4 kcal per mole
- SMILES string: CCO[C@H]1C[C@@H](CCN)OC1=O

No. 2
Entry from the OMol25 dataset: a structure of composition C12H17BiCl2N9 (the ωB97M-V functional and the def2-TZVPD basis).

The geometry in XYZ format:
```
41
Properties=species:S:1:pos:R:3:lowdin_charge:R:1
Bi 0.18 -0.07 0.07 1.807
N -2.92 2.62 1.65 0.121
C -2.04 2.44 0.69 -0.049
N -1.42 1.27 0.92 -0.096
C -2.00 0.82 2.08 -0.308
N -2.91 1.61 2.55 0.215
C -1.56 -0.46 2.66 -0.167
C -2.09 -1.01 3.81 0.017
N -1.66 -2.18 4.28 0.178
C -0.70 -2.80 3.61 -0.022
C -0.16 -2.28 2.44 -0.073
N -0.59 -1.10 1.97 -0.083
H -3.55 3.41 1.77 0.208
H -1.88 3.13 -0.13 0.170
H -2.87 -0.50 4.36 0.154
H -0.35 -3.75 3.99 0.147
H 0.61 -2.80 1.89 0.088
Cl 1.54 -2.72 -0.70 0.516
C 0.09 -3.34 -1.58 -0.833
Cl -1.39 -2.47 -1.09 0.537
H -0.03 -4.39 -1.31 0.061
H 0.25 -3.19 -2.64 0.059
C 6.12 1.14 1.73 -0.065
C 5.72 2.56 2.10 -0.403
C 5.55 3.45 0.88 -0.058
C 4.50 2.61 3.01 -0.051
N 3.27 2.10 2.31 -0.034
C 2.87 0.87 2.05 -0.066
N 1.74 0.98 1.34 -0.213
N 1.49 2.30 1.18 -0.020
N 2.41 2.97 1.75 0.140
H 7.09 1.13 1.24 0.100
H 5.42 0.71 1.00 0.068
H 6.19 0.48 2.60 0.089
H 6.51 2.99 2.73 0.158
H 4.78 3.06 0.20 0.072
H 6.48 3.49 0.31 0.099
H 5.28 4.48 1.14 0.093
H 4.22 3.62 3.29 0.141
H 4.59 2.00 3.91 0.142
H 3.38 -0.03 2.37 0.162
```

Summary:
- ΔE to the lowest compared entry with this formula, charge and spin: 0.0 kcal per mole
- Charge: +3

No. 3
Entry from the OMol25 dataset: the molecule C4H7NO (the ωB97M-V functional and the def2-TZVPD basis).

The geometry in XYZ format:
```
13
Properties=species:S:1:pos:R:3:lowdin_charge:R:1
C 1.45 -0.13 1.25 -0.208
C 1.04 -0.45 -0.17 -0.263
C -1.42 -0.69 -0.88 -0.052
N -0.27 0.10 -0.48 -0.078
C -1.06 1.13 -0.52 -0.061
O -2.20 0.56 -0.91 0.031
H 1.24 0.90 1.62 0.047
H 2.53 -0.27 1.33 0.054
H 1.00 -0.81 1.99 0.046
H 1.73 -0.02 -0.91 0.032
H -1.32 -1.14 -1.87 0.144
H -1.77 -1.37 -0.11 0.145
H -0.95 2.20 -0.33 0.163
```

Summary:
- ΔE to the lowest compared entry with this formula, charge and spin: 124.4 kcal per mole

No. 4
Entry from the OMol25 dataset: a cluster of 2 separate species, C2H5BO2 in total in a non-equilibrium geometry (the ωB97M-V functional and the def2-TZVPD basis).

The geometry in XYZ format:
```
10
Properties=species:S:1:pos:R:3:lowdin_charge:R:1
O 1.27 1.99 0.76 0.153
B 2.02 1.06 0.64 -0.563
O 2.95 0.17 0.44 0.223
H 2.41 -0.68 0.46 0.163
C -1.24 -0.98 -0.70 -0.102
C -1.58 0.13 -0.10 -0.087
H -0.82 -0.98 -1.70 0.051
H -1.62 -1.92 -0.27 0.050
H -1.01 1.07 -0.20 0.052
H -2.38 0.14 0.67 0.060
```

Summary:
- ΔE to the lowest compared entry with this formula, charge and spin: 32.5 kcal per mole
- SMILES string: O=BO.C=C

No. 5
Entry from the OMol25 dataset: a structure of composition C3H7N3O2 in a non-equilibrium geometry (the ωB97M-V functional and the def2-TZVPD basis).

The geometry in XYZ format:
```
15
Properties=species:S:1:pos:R:3:lowdin_charge:R:1
C -2.24 -0.78 -0.44 -0.041
C -1.60 0.64 -0.14 -0.581
C 1.50 -0.72 -0.32 -0.149
H -1.40 -1.35 -1.10 0.074
H -2.95 -0.36 -1.54 0.170
H -2.68 -1.49 0.51 0.142
H -0.01 1.57 0.58 0.225
H 1.34 -1.57 -1.02 0.127
H 1.64 0.56 1.43 0.144
H 3.74 0.77 1.05 0.240
N -0.40 0.50 0.46 -0.043
N 2.42 0.12 -0.38 -0.110
N 2.44 1.04 0.64 -0.081
O -2.08 1.76 -0.34 0.016
O 0.28 -0.69 0.60 -0.133
```

Summary:
- ΔE to the lowest compared entry with this formula, charge and spin: 215.6 kcal per mole

No. 6
Entry from the OMol25 dataset: the molecule C13H16N2O2 in a non-equilibrium geometry (the ωB97M-V functional and the def2-TZVPD basis).

The geometry in XYZ format:
```
33
Properties=species:S:1:pos:R:3:lowdin_charge:R:1
C -0.26 -2.09 -2.44 -0.049
N -1.03 -1.61 -1.21 -0.097
C -0.74 -2.25 0.15 -0.170
C -1.36 -1.46 1.22 -0.055
C -1.19 0.00 0.59 -0.333
C -2.40 0.81 0.76 -0.032
C 0.12 0.67 1.08 -0.066
C 0.25 1.55 2.11 0.049
C 1.47 2.13 2.56 -0.287
O 1.45 2.67 3.69 0.096
C 2.72 1.77 1.79 -0.273
O 3.91 2.08 1.93 0.086
C 2.39 1.04 0.50 0.048
C 1.20 0.51 0.19 -0.225
N 0.69 0.02 -1.01 -0.014
C 1.13 0.72 -2.30 -0.005
C -0.78 -0.21 -0.90 -0.245
H -0.68 -3.06 -2.70 0.078
H 0.83 -2.23 -2.22 0.089
H -0.35 -1.38 -3.23 0.056
H 0.30 -2.44 0.25 0.108
H -1.11 -3.24 0.16 0.104
H -2.47 -1.60 1.33 0.138
H -0.94 -1.53 2.13 0.084
H -3.15 0.20 0.49 0.046
H -2.55 1.23 1.76 0.099
H -2.41 1.71 0.10 0.110
H -0.67 1.76 2.75 0.146
H 3.33 1.02 -0.11 0.135
H 1.53 1.75 -2.16 0.099
H 0.25 0.79 -2.91 0.067
H 1.89 0.21 -2.84 0.066
H -1.38 0.44 -1.52 0.148
```

Summary:
- ΔE to the lowest compared entry with this formula, charge and spin: 105.0 kcal per mole
- SMILES string: CN1CC[C@@]2(C)C3=CC(=O)C(=O)C=C3N(C)[C@@H]12

No. 7
Entry from the OMol25 dataset: a structure of composition C7H19CdN4O2Se2Te2 in a non-equilibrium geometry (the ωB97M-V functional and the def2-TZVPD basis).

The geometry in XYZ format:
```
37
Properties=species:S:1:pos:R:3:lowdin_charge:R:1
Cd -0.86 -0.13 1.46 0.991
Se 0.35 -0.74 3.47 -0.376
Te 1.17 1.50 4.09 -0.003
Te 3.77 1.90 3.24 0.022
Se 4.03 2.61 0.83 -0.328
N 0.38 1.47 0.29 -0.088
C 0.41 1.17 -1.22 -0.199
C -1.05 0.84 -1.84 -0.198
C -1.08 -0.52 -2.45 -0.226
C -1.37 -1.80 -1.63 -0.233
N -0.60 -1.84 -0.35 -0.021
H -0.10 2.39 0.42 0.086
H 1.29 1.69 0.70 -0.042
H 0.97 0.22 -1.35 0.062
H 0.92 2.01 -1.72 0.103
H -1.00 1.58 -2.64 0.085
H -1.88 1.08 -1.05 0.085
H -0.04 -0.75 -2.79 0.111
H -1.70 -0.48 -3.34 0.104
H -1.10 -2.59 -2.27 0.084
H -2.44 -1.88 -1.41 0.105
H 0.39 -1.85 -0.52 0.000
H -0.99 -2.51 0.22 0.029
N 3.86 -0.34 -0.88 0.127
C 2.81 -1.03 -0.22 -0.642
N 2.73 -0.75 1.08 0.135
O 2.07 -1.84 -0.84 -0.062
H 4.10 0.57 -0.51 -0.088
H 3.62 -0.25 -1.83 0.061
H 3.33 0.02 1.43 -0.058
H 2.03 -1.17 1.68 -0.042
C -4.25 0.12 2.09 -0.129
C -3.07 0.36 1.07 -0.480
O -3.34 0.88 0.01 -0.138
H -5.10 0.70 1.64 0.073
H -3.82 0.35 3.03 0.018
H -4.46 -0.99 2.11 0.071
```

Summary:
- Charge: -1

No. 8
Entry from the OMol25 dataset: a cluster of 4 separate species, C19H24N2O13PS2 in total in a non-equilibrium geometry (the ωB97M-V functional and the def2-TZVPD basis).

The geometry in XYZ format:
```
61
Properties=species:S:1:pos:R:3:lowdin_charge:R:1
O 0.68 5.68 -1.27 0.178
C 0.41 4.57 -1.63 -0.477
O 0.23 4.26 -2.93 0.157
C 0.25 3.42 -0.65 -0.030
C 1.34 2.88 -0.01 0.031
C 1.12 1.86 0.87 -0.246
P 2.49 1.08 1.84 0.183
O 1.98 1.24 3.37 -0.176
O 2.49 -0.46 1.53 -0.163
S 4.16 1.98 1.61 0.375
N -0.11 1.40 1.10 0.119
C -1.17 1.92 0.49 0.026
C -1.03 2.95 -0.39 -0.163
N -2.09 3.60 -1.06 0.119
C -3.24 3.35 -0.70 -0.716
S -4.59 2.69 -0.38 0.897
H 0.20 3.30 -3.00 0.127
H 2.33 3.27 -0.19 0.116
H 1.40 2.02 3.39 0.055
H 1.69 -0.67 1.00 0.051
H -0.25 0.64 1.76 0.147
H -2.13 1.49 0.74 0.138
C -2.77 6.62 3.40 -0.011
C -1.96 5.48 3.97 -0.305
C -0.52 5.46 3.50 -0.067
O -0.21 4.05 3.54 0.060
C -1.38 3.38 3.38 -0.557
O -1.44 2.21 3.16 0.136
O -2.43 4.20 3.48 0.107
H -3.77 6.63 3.84 0.093
H -2.30 7.58 3.60 0.099
H -2.90 6.50 2.32 0.093
H -2.02 5.47 5.06 0.165
H 0.15 6.02 4.15 0.147
H -0.39 5.81 2.47 0.142
C -1.05 -5.79 0.41 -0.004
C -0.15 -4.61 0.15 -0.305
C 1.10 -4.59 1.00 -0.052
O 1.35 -3.17 1.11 0.085
C 0.17 -2.55 0.97 -0.540
O -0.01 -1.38 1.22 0.093
O -0.79 -3.37 0.54 0.134
H -1.88 -5.79 -0.30 0.085
H -0.51 -6.73 0.31 0.100
H -1.48 -5.74 1.41 0.096
H 0.10 -4.55 -0.91 0.110
H 1.94 -5.09 0.54 0.145
H 0.95 -4.99 2.01 0.146
C 1.69 -5.15 -6.20 -0.016
C 1.29 -4.46 -4.92 -0.323
C 1.95 -5.03 -3.68 -0.080
O 0.97 -4.76 -2.66 0.015
C -0.25 -4.72 -3.29 -0.543
O -1.29 -4.73 -2.72 0.176
O -0.10 -4.68 -4.63 0.103
H 1.25 -4.64 -7.06 0.090
H 2.77 -5.16 -6.32 0.095
H 1.31 -6.18 -6.22 0.097
H 1.46 -3.39 -5.00 0.159
H 2.89 -4.53 -3.44 0.142
H 2.11 -6.10 -3.73 0.144
```

Summary:
- Charge: +1

| no. | calculated total energy (eV) | Kohn-Sham gap (eV) |
| --- | --- | --- |
| 1 | -16166.1193 | 10.22 |
| 2 | -56986.2693 | 8.07 |
| 3 | -7794.2485 | 6.76 |
| 4 | -6926.9995 | 10.00 |
| 5 | -11781.9618 | 9.83 |
| 6 | -20812.6105 | 7.15 |
| 7 | -167469.9151 | 6.35 |
| 8 | -80646.0522 | 7.27 |